{"formula": "C4H8INO4", "method": "ωB97M-V/def2-TZVPD", "species": ["C", "C", "C", "C", "N", "O", "O", "O", "O", "I", "H", "H", "H", "H", "H", "H", "H", "H"], "positions_angstrom": [[2.1580, -0.0313, -0.6923], [1.0571, 1.0737, 1.3453], [0.9044, 0.5284, -0.0901], [-1.3412, -0.5430, -0.6508], [-0.1422, -0.5183, -0.0745], [2.1122, -1.2472, -1.2479], [3.1076, 0.6864, -0.8752], [-2.0085, -1.6684, -0.4415], [-2.3630, 0.8429, 0.7073], [-4.1741, 0.1815, 0.6187], [1.8021, 0.6538, 1.9417], [1.2929, 2.1464, 1.2429], [0.1845, 0.9106, 1.9520], [0.5079, 1.3072, -0.8925], [-1.3553, 0.1030, -1.5326], [1.2186, -1.5998, -1.0146], [-0.0861, -1.1409, 0.7570], [-2.8748, -1.6850, -1.0528]], "forces_ev_per_a": [[1.32, 1.09, -1.62], [-0.50, 1.80, -1.38], [-2.59, 0.44, -0.63], [0.65, 1.05, 1.19], [0.65, -1.61, 1.50], [-1.01, -0.48, 0.74], [-0.12, -0.31, 0.65], [-2.21, 0.60, -2.75], [0.71, -1.23, -1.39], [-0.47, 0.31, 0.16], [1.81, -1.01, 0.33], [-0.25, -0.42, 0.42], [-0.89, 0.37, -0.32], [0.97, -1.20, 1.93], [-1.08, -0.27, 0.14], [0.73, -0.02, -0.39], [-0.17, 0.65, -0.75], [2.45, 0.24, 2.18]], "orbital_gap_ev": 8.169, "total_charge": 0, "e_tot_ha": -810.52509, "homo_energy_ha": -0.298}